Entry 1:
{"formula": "C28H27CoN4O2S", "method": "wB97M-V/def2-TZVPD", "symbols": ["O", "H", "C", "N", "C", "N", "H", "H", "C", "H", "H", "C", "C", "H", "C", "H", "H", "H", "N", "C", "C", "C", "H", "C", "Co", "N", "H", "H", "H", "C", "C", "H", "H", "C", "C", "C", "H", "C", "H", "H", "H", "O", "C", "C", "H", "C", "C", "C", "H", "S", "H", "C", "C", "C", "C", "H", "C", "C", "H", "H", "H", "C", "H"], "coordinates": [[-0.034, -0.430, -1.164], [-2.137, 0.945, -0.832], [1.664, 0.391, 2.048], [0.244, 2.698, 0.755], [0.667, -0.151, 4.657], [4.629, 0.112, -0.860], [-1.651, 3.561, 0.408], [4.816, 1.064, -0.589], [-1.613, -2.214, -3.978], [-2.502, -1.328, -5.731], [2.199, -1.661, 4.720], [-1.688, -0.626, 0.592], [0.112, 0.844, 3.887], [0.420, -3.538, 2.097], [-0.177, -2.736, 1.682], [-0.722, 1.422, 4.272], [3.052, -1.184, 2.462], [0.284, -0.369, 5.644], [-0.280, 2.301, -1.766], [-3.527, 0.921, 0.779], [-0.077, 2.228, 1.899], [-0.712, -0.638, -2.400], [-1.453, 2.567, -3.478], [-3.216, -0.752, 2.483], [1.069, 1.370, -0.610], [3.058, -1.266, -1.805], [-4.786, 0.678, 2.524], [-0.941, 2.659, 2.419], [-1.234, 4.191, -1.870], [-1.305, -2.318, 2.322], [-2.078, -1.248, 1.800], [4.621, -2.617, -1.418], [-4.097, 1.755, 0.390], [-0.401, 3.684, -1.371], [2.224, -0.614, 2.868], [-0.955, 1.848, -2.828], [-2.057, 0.973, -5.042], [-1.095, 0.488, -3.181], [-0.673, -2.747, -2.123], [4.831, -0.580, -0.154], [3.483, -2.376, -0.067], [2.144, 0.582, 0.851], [3.575, -2.451, -1.155], [-1.998, -1.140, -4.791], [-3.512, -1.225, 3.412], [-2.438, 0.468, 0.091], [3.529, -0.038, -1.620], [-3.921, 0.306, 1.989], [1.146, -2.406, -0.016], [2.774, 1.292, -2.379], [-1.813, -3.237, -4.264], [0.232, -2.112, 0.482], [-0.510, -1.102, -0.042], [-0.601, 3.734, 0.149], [-1.747, 0.152, -4.406], [2.225, -1.324, -2.372], [1.743, -0.875, 4.129], [-0.967, -1.935, -2.779], [0.516, 4.238, -1.619], [-0.309, 4.713, 0.537], [-1.617, -2.785, 3.248], [0.592, 1.148, 2.604], [2.996, -3.309, -1.486]], "s2": 6.04, "relative_energy_kj_mol": 28.3, "homo_lumo_gap_ha": [0.189, 0.298], "spin_multiplicity": 5, "mol_weight_g_mol": 542.6}

---

Entry 2:
{"formula": "C28H27IrN2SSi", "method": "wB97M-V/def2-TZVPD", "symbols": ["N", "H", "C", "C", "H", "H", "C", "C", "C", "H", "C", "H", "C", "H", "H", "C", "H", "C", "C", "C", "C", "H", "H", "S", "C", "H", "H", "H", "C", "H", "H", "C", "H", "Ir", "C", "H", "C", "H", "C", "N", "C", "C", "C", "C", "C", "H", "C", "C", "H", "C", "H", "H", "H", "C", "H", "H", "C", "H", "Si", "H"], "coordinates": [[-0.135, 0.757, -1.240], [-4.339, -5.116, 1.142], [3.980, -1.519, 0.118], [-4.361, 2.721, 2.451], [2.939, 0.900, -1.695], [0.603, -2.381, -1.747], [2.988, 0.017, -2.335], [-1.668, -2.391, 0.248], [1.344, 1.664, 0.305], [2.805, -2.964, -3.405], [-0.753, 1.732, -3.316], [-4.692, -2.773, 1.840], [0.673, 1.809, -0.972], [-2.310, -5.719, -0.142], [2.412, 3.545, 0.407], [2.184, 2.605, 0.899], [-1.756, 4.760, 1.721], [-3.803, -3.046, 1.280], [2.423, 1.126, 2.774], [-2.330, 3.844, 1.791], [0.074, 2.817, -3.057], [2.847, 0.912, 3.748], [1.166, -2.845, -0.160], [-4.471, -0.059, 2.030], [2.721, 2.337, 2.143], [-4.036, 4.817, 2.675], [4.427, -2.886, -2.710], [3.204, -3.935, -1.985], [-0.827, 0.720, -2.382], [3.876, -0.601, 0.700], [5.018, -1.591, -0.219], [-2.846, -2.090, 0.952], [1.455, 3.681, -1.661], [-0.347, -0.728, 0.049], [3.364, -2.966, -2.465], [-0.766, 2.643, 0.958], [1.589, 0.197, 2.173], [3.787, -2.363, 0.785], [-2.512, 1.489, 1.445], [-2.111, 0.213, 1.040], [-3.791, 1.531, 2.004], [-3.620, 3.878, 2.335], [-1.515, -3.728, -0.131], [-2.465, -4.694, 0.172], [-3.028, -0.674, 1.301], [-0.632, -4.028, -0.683], [1.018, 0.451, 0.924], [-1.770, 2.665, 1.349], [3.367, 3.060, 2.624], [1.065, -1.978, -0.830], [0.160, 3.623, -3.774], [2.203, 0.097, -3.094], [-1.444, -0.159, -2.524], [0.793, 2.855, -1.878], [3.953, 0.036, -2.850], [-1.331, 1.664, -4.226], [-3.608, -4.359, 0.889], [-5.356, 2.733, 2.876], [2.807, -1.564, -1.341], [1.378, -0.743, 2.673]], "relative_energy_kj_mol": 80.1, "homo_lumo_gap_ha": 0.273, "spin_multiplicity": 1, "mol_weight_g_mol": 643.9}

---

Entry 3:
{"formula": "C28H27IrN3O2PS3", "method": "wB97M-V/def2-TZVPD", "symbols": ["C", "H", "C", "C", "C", "H", "H", "P", "C", "C", "H", "Ir", "C", "C", "H", "H", "C", "H", "N", "N", "H", "H", "H", "H", "C", "C", "C", "C", "H", "H", "C", "H", "S", "C", "C", "C", "N", "C", "C", "C", "H", "H", "C", "C", "H", "H", "H", "C", "C", "H", "C", "S", "C", "C", "H", "H", "H", "C", "H", "H", "O", "H", "O", "S", "H"], "coordinates": [[-0.117, -1.092, 4.359], [-5.034, -2.059, -0.191], [4.493, -0.758, -3.445], [5.590, -1.078, -4.424], [-1.757, 3.881, 1.358], [-3.467, 5.144, 4.584], [1.844, 2.179, -4.019], [-2.450, 1.201, 1.890], [3.348, -1.916, -0.010], [1.371, 0.162, -0.644], [5.331, -0.745, -5.429], [-1.091, -1.189, 0.471], [-3.289, -2.161, -1.203], [-3.060, 3.451, 3.341], [-3.688, -1.665, 0.763], [-0.240, -1.975, 4.973], [-1.210, -3.765, 2.335], [-1.152, 5.914, 1.066], [-4.035, -2.090, -0.088], [-1.957, -1.925, -1.162], [-3.609, -2.961, -4.482], [1.969, -0.884, 4.792], [0.327, 2.049, 2.148], [-0.161, -1.899, -2.179], [-1.759, -2.459, -3.487], [2.477, -0.158, -1.616], [-1.046, 0.543, 2.852], [2.528, 0.527, -2.829], [6.521, -0.584, -4.139], [3.588, 0.743, -4.672], [1.120, -0.477, 4.258], [5.148, -2.190, -1.993], [-1.756, 0.975, -0.039], [1.490, 1.557, -3.198], [3.542, 0.212, -3.727], [3.413, -1.150, -1.307], [-1.165, -2.801, 1.651], [-1.694, 5.225, 1.701], [-1.215, -2.086, -2.294], [-2.304, 5.679, 2.860], [2.243, 1.147, 3.406], [-2.245, 6.726, 3.129], [1.278, 0.660, 3.472], [4.414, -1.427, -2.228], [2.513, -2.617, -0.014], [1.245, 2.196, -2.352], [4.268, -2.476, 0.148], [-3.893, -2.528, -2.425], [-2.439, 2.990, 2.181], [-3.600, 2.754, 3.970], [-3.140, -2.676, -3.550], [-1.235, -5.046, 3.274], [0.202, 1.172, 2.770], [-1.202, -0.582, 3.660], [-1.120, -2.589, -4.347], [-1.270, 3.528, 0.459], [-4.964, -2.675, -2.441], [-2.991, 4.792, 3.678], [0.565, 1.073, -3.525], [-2.179, -1.042, 3.739], [0.595, -0.907, -0.496], [3.203, -1.247, 0.840], [1.257, 1.227, -0.090], [-4.134, 0.324, 2.373], [5.786, -2.150, -4.456]], "relative_energy_kj_mol": 283.9, "homo_lumo_gap_ha": [0.246, 0.246], "spin_multiplicity": 1, "mol_weight_g_mol": 756.9}

---

Entry 4:
{"formula": "C28H27IrN3SSi", "method": "wB97M-V/def2-TZVPD", "symbols": ["C", "H", "C", "H", "C", "H", "N", "H", "N", "C", "C", "C", "H", "H", "C", "H", "C", "H", "C", "H", "H", "H", "C", "C", "H", "Ir", "H", "H", "C", "C", "H", "C", "H", "C", "C", "C", "Si", "H", "H", "C", "C", "C", "H", "C", "C", "C", "N", "C", "H", "C", "S", "H", "C", "H", "C", "H", "H", "H", "H", "H", "C"], "coordinates": [[-0.959, 2.117, 0.099], [-3.360, 3.388, -4.791], [-0.735, 1.799, 1.485], [4.017, -3.115, -4.024], [3.841, 0.272, -3.764], [5.469, -1.098, -4.156], [-0.535, -1.871, 4.599], [-0.212, -2.782, 4.899], [0.426, -1.676, 0.969], [-0.982, -0.860, 5.428], [-1.409, 1.660, 6.486], [0.340, -3.556, 2.319], [-4.163, 2.021, -2.855], [1.178, 1.495, 2.654], [-1.529, 1.493, 5.103], [4.460, 1.163, -3.841], [-3.158, 1.884, -3.251], [-1.766, 2.299, 4.412], [-1.104, 0.575, 7.329], [-1.496, -0.448, -0.070], [2.417, 1.928, 0.294], [-2.098, -1.724, -1.754], [1.156, -2.555, 0.277], [-0.886, -0.710, 6.804], [0.398, 1.250, -4.713], [-0.009, 0.160, 0.205], [0.505, 2.462, -1.565], [0.991, 0.313, -1.352], [0.687, 1.696, 1.709], [3.579, -2.130, -3.868], [1.674, -2.310, -0.648], [1.691, -0.747, -3.241], [-0.719, -2.783, -1.315], [-1.416, 2.423, -4.845], [0.009, -2.218, 2.210], [2.488, 0.402, -3.448], [0.090, -0.542, -2.295], [2.069, 1.406, -3.325], [-1.054, 3.016, -5.688], [-2.321, 0.921, -2.681], [-0.560, -1.429, 3.297], [2.222, -2.011, -3.536], [-2.684, 0.334, -1.832], [0.327, 2.227, -0.521], [-1.075, -2.018, -2.008], [-0.582, 1.448, -4.278], [-1.063, -0.180, 3.273], [1.344, 1.954, 0.465], [1.589, -2.897, -3.496], [-2.706, 2.636, -4.341], [1.212, -4.142, 0.963], [-1.117, -2.475, -3.013], [4.397, -0.998, -3.957], [-1.923, 2.269, -0.371], [-1.021, 0.722, -3.164], [-0.646, -1.573, 7.421], [-1.035, 0.748, 8.404], [0.080, -4.169, 3.175], [-1.493, 1.664, 2.241], [-1.555, 2.650, 6.917], [-1.288, 0.221, 4.566]], "s2": 8.80, "relative_energy_kj_mol": 100.3, "homo_lumo_gap_ha": [0.185, 0.177], "charge": 2, "spin_multiplicity": 6, "mol_weight_g_mol": 657.9}

---

Entry 5:
{"formula": "C28H27N3SSiTl", "method": "wB97M-V/def2-TZVPD", "symbols": ["H", "C", "C", "C", "C", "H", "H", "C", "H", "H", "C", "H", "C", "C", "C", "Si", "H", "H", "C", "H", "C", "C", "H", "C", "H", "H", "C", "S", "N", "C", "H", "H", "H", "H", "C", "H", "C", "C", "C", "C", "H", "H", "C", "C", "H", "C", "H", "H", "C", "H", "C", "H", "H", "C", "C", "H", "N", "Tl", "H", "C", "N"], "coordinates": [[-0.846, 0.056, 3.393], [-4.609, -0.490, -1.610], [1.620, -0.022, -2.756], [4.183, 5.456, 2.652], [0.004, -0.100, 2.730], [1.442, 1.519, 3.351], [-6.433, 0.663, -1.663], [3.796, 4.110, 0.727], [-5.076, -0.513, 2.253], [5.576, 5.307, 0.961], [-1.698, -5.415, 0.254], [-0.966, -0.951, -0.744], [2.551, 3.694, 1.240], [0.150, -1.165, 1.792], [-3.659, -1.153, -0.809], [-2.023, -1.733, -1.430], [-0.558, -1.974, 1.617], [4.663, 1.734, -2.743], [-4.932, -0.508, 1.168], [2.664, 5.360, 4.175], [0.031, -3.720, -1.149], [2.867, 2.605, -0.650], [1.841, -1.696, 0.419], [-5.702, 0.159, -1.029], [-0.972, -0.728, -3.751], [-2.833, -0.710, -3.805], [-3.844, -1.173, 0.584], [3.113, -0.030, -3.637], [3.962, 3.395, -0.455], [-1.354, -3.435, -1.091], [-2.382, -6.088, 0.772], [-1.976, -0.135, -2.361], [1.625, -4.901, -0.294], [3.078, 0.427, 1.512], [2.957, 5.015, 3.186], [-4.499, -0.461, -2.698], [1.200, 0.678, 2.700], [3.680, 1.272, -2.650], [-0.316, -5.591, 0.366], [1.418, -1.027, 1.167], [0.095, -6.382, 1.006], [-6.727, 0.680, 0.815], [0.550, -4.755, -0.360], [-2.223, -4.352, -0.484], [4.803, 6.147, 3.227], [2.117, 4.131, 2.494], [0.672, -3.126, -1.797], [-3.130, -1.717, 1.217], [-5.874, 0.160, 0.359], [0.825, -0.729, -2.985], [2.063, 0.106, 1.730], [4.757, 3.430, -1.081], [-1.989, -2.066, -3.083], [4.627, 4.992, 1.398], [-1.916, -0.915, -3.232], [-3.305, -4.231, -0.586], [1.516, 0.908, -1.809], [-0.461, 1.795, -0.033], [1.158, 3.765, 2.869], [2.709, 1.638, -1.721], [1.986, 2.789, 0.361]], "relative_energy_kj_mol": 2.6, "homo_lumo_gap_ha": 0.191, "charge": 1, "spin_multiplicity": 1, "mol_weight_g_mol": 670.1}

---

Entry 6:
{"formula": "C28H27N4O6S2Sr", "method": "wB97M-V/def2-TZVPD", "symbols": ["S", "C", "H", "H", "H", "C", "C", "C", "C", "H", "Sr", "C", "H", "C", "H", "H", "O", "C", "C", "C", "H", "H", "H", "H", "C", "H", "C", "H", "C", "C", "O", "C", "N", "C", "C", "C", "C", "C", "C", "C", "C", "S", "H", "H", "H", "H", "N", "C", "C", "C", "H", "H", "N", "O", "H", "H", "O", "H", "H", "H", "C", "H", "C", "O", "O", "H", "N", "H"], "coordinates": [[-4.105, 0.347, 0.037], [2.968, -0.985, 0.879], [-1.349, 6.942, -0.661], [-0.219, 2.874, -7.859], [6.122, -0.910, -0.338], [3.089, 0.464, -0.882], [2.112, -1.558, 1.979], [0.113, -0.182, -4.732], [-0.339, -2.425, -0.214], [0.463, -8.926, 0.114], [-1.620, -0.259, -0.010], [0.970, 1.257, 4.262], [1.111, -1.733, 1.588], [4.441, 0.213, -1.073], [1.530, 0.947, 5.145], [-0.008, -1.428, -2.970], [-0.833, 6.831, -2.675], [-0.204, -3.646, -0.152], [-0.026, -5.067, -0.080], [-0.035, 3.297, 0.429], [4.986, 0.706, -1.867], [-1.753, -7.923, 0.578], [-0.395, 4.565, -3.117], [-1.208, 7.711, -2.760], [0.277, 1.430, -6.641], [2.050, -5.005, -0.596], [0.328, -7.853, 0.062], [0.091, 3.175, -4.571], [1.221, -5.652, -0.338], [-0.538, 6.593, -1.308], [-0.144, 2.760, -6.908], [0.024, -0.419, -3.371], [2.366, -0.118, 0.068], [1.394, -7.026, -0.267], [-0.915, -7.287, 0.321], [0.863, 0.139, 3.248], [-1.091, -5.914, 0.252], [-0.331, 5.124, -1.065], [-0.210, 4.653, 0.236], [4.321, -1.291, 0.772], [0.142, 1.133, -5.173], [-3.155, 2.128, 0.190], [2.368, -7.456, -0.472], [0.373, 7.130, -1.018], [2.553, 1.162, -1.515], [-0.032, 1.565, 4.547], [0.030, 2.420, -0.564], [-0.023, 1.823, -2.884], [0.076, 2.150, -4.234], [5.068, -0.684, -0.224], [-0.285, 5.327, 1.081], [-2.058, -5.471, 0.453], [-0.043, 0.557, -2.472], [-0.160, -0.091, 2.635], [0.152, -1.008, -5.432], [4.774, -2.006, 1.450], [-3.568, -0.481, 1.155], [2.845, -0.269, 3.500], [2.523, -2.500, 2.344], [1.325, 1.300, -6.934], [-0.261, 4.215, -2.105], [0.015, 2.882, 1.431], [-0.082, 2.865, -1.812], [-5.542, 0.477, 0.053], [-3.580, -0.267, -1.219], [-0.317, 0.705, -7.203], [1.995, -0.599, 3.074], [1.481, 2.107, 3.805]], "relative_energy_kj_mol": 188.0, "homo_lumo_gap_ha": 0.231, "charge": -1, "spin_multiplicity": 1, "mol_weight_g_mol": 667.3}

---

Entry 7:
{"formula": "C28H28B2F4N12O4Pb", "method": "wB97M-V/def2-TZVPD", "symbols": ["H", "C", "N", "N", "N", "N", "C", "C", "H", "C", "C", "C", "C", "C", "C", "C", "H", "F", "H", "C", "H", "C", "C", "C", "H", "C", "H", "H", "H", "O", "C", "C", "H", "Pb", "H", "F", "H", "H", "O", "C", "H", "C", "O", "N", "O", "C", "C", "H", "H", "N", "H", "H", "C", "C", "H", "H", "H", "F", "H", "N", "C", "H", "F", "N", "N", "H", "C", "C", "C", "B", "H", "B", "C", "N", "N", "H", "H", "H", "N"], "coordinates": [[-0.497, 5.898, -4.679], [1.463, 0.169, -2.654], [3.707, 2.508, 0.815], [2.374, 1.209, -1.005], [0.078, 1.692, 1.284], [1.811, -0.724, 1.338], [3.947, 2.986, 2.062], [-0.224, 3.898, 1.501], [-3.453, -3.602, 3.721], [2.570, 0.845, -3.177], [-1.563, 2.616, -2.937], [1.064, 3.655, 1.076], [2.364, -1.764, 1.945], [-2.779, -2.652, -0.468], [0.429, -3.009, -1.017], [3.122, 1.493, -2.092], [-1.639, 1.769, -4.895], [-0.071, -5.028, 3.973], [-3.005, -5.779, 0.906], [-0.929, 4.936, -2.809], [6.355, 4.109, 0.194], [3.683, -1.462, 2.309], [-0.799, 2.627, 1.615], [-1.305, 3.756, -2.185], [-2.484, -4.729, -3.212], [5.495, 3.662, 0.669], [1.793, -2.667, 2.103], [4.387, -2.098, 2.817], [4.747, 0.460, 1.930], [1.103, -3.907, -0.998], [3.875, -0.170, 1.874], [-2.733, -5.399, -1.196], [3.990, 2.122, -2.004], [-0.425, -0.538, 0.277], [3.288, 2.754, 2.884], [-0.326, -3.737, 2.079], [-4.064, -4.903, 2.663], [-1.169, -1.111, 3.286], [-3.251, -3.218, 1.757], [-2.916, -5.008, 0.153], [5.573, 4.259, 2.827], [-0.805, 4.981, -4.191], [-2.753, -1.416, -0.159], [2.735, 0.263, 1.295], [-1.783, 1.297, -0.966], [-1.442, 2.666, -4.323], [-2.575, -3.087, -1.813], [-0.724, 5.819, -2.216], [-2.229, -2.255, -3.810], [-2.213, 0.309, -2.972], [2.915, 0.861, -4.197], [-1.793, 2.342, 1.926], [-1.858, 1.337, -2.207], [-1.059, 3.844, -4.946], [1.863, 4.341, 0.846], [-2.306, -4.669, 2.898], [-2.709, -6.452, -1.441], [-1.937, -3.696, 3.734], [-0.951, 3.875, -6.024], [-2.831, -0.122, 2.750], [-2.979, -3.686, 0.512], [-3.530, -0.581, 3.324], [0.123, -2.729, 4.102], [1.231, 2.323, 0.964], [-1.765, -1.034, 2.468], [-1.390, 3.688, -1.108], [-3.270, -4.163, 2.809], [-2.608, -4.449, -2.171], [-2.372, -2.032, -2.752], [-0.550, -3.814, 3.486], [-2.109, -1.971, 2.266], [2.522, 1.585, 0.501], [5.093, 3.738, 2.016], [4.662, 2.924, -0.044], [-2.335, -0.825, -2.340], [-0.682, 4.853, 1.698], [0.750, -0.471, -3.153], [-3.271, 0.098, 1.862], [1.350, 0.395, -1.354]], "s2": 0.76, "relative_energy_kj_mol": 581.2, "homo_lumo_gap_ha": [0.263, 0.213], "charge": -1, "spin_multiplicity": 2, "mol_weight_g_mol": 901.4}